Entry 1:
The following is a quantum chemistry calculation of a 3-piece molecular cluster, C14H34B2Cl2NO7 overall in a non-equilibrium geometry, from OMol25.

Results
- LUMO (eV) = 2.56
- E (eV) = -57291.484
- orbital gap (eV) = 7.1
- net charge = -1
- HOMO energy (eV) = -4.52

Last column: natural (NBO) charge in e.
Positions of all 60 atoms, in Å:
C  5.42  2.45  1.39  -0.62
C  4.37  1.39  1.07  -0.21
Cl  5.18  -0.09  0.46  -0.07
C  3.27  1.93  0.14  -0.20
Cl  3.53  1.60  -1.60  -0.07
C  1.85  1.57  0.59  0.09
O  1.68  2.06  1.88  -0.73
B  0.43  1.35  2.36  0.60
C  -0.93  1.99  1.66  -0.35
O  -1.67  1.02  0.90  -0.32
O  -2.15  0.06  1.86  -0.48
O  0.70  -0.03  1.88  -0.73
C  1.25  0.10  0.58  -0.30
B  2.05  -1.22  0.23  1.12
O  2.57  -1.47  -1.04  -0.94
N  2.15  -2.29  1.21  -0.71
C  2.49  -3.59  0.64  -0.39
C  2.92  -2.00  2.42  -0.39
H  6.42  2.01  1.45  0.22
H  5.21  2.91  2.36  0.22
H  5.45  3.22  0.62  0.21
H  3.85  1.12  1.99  0.25
H  3.33  3.01  0.21  0.22
H  1.21  2.14  -0.10  0.15
H  0.35  1.37  3.59  -0.13
H  -0.71  2.77  0.93  0.18
H  -1.60  2.41  2.42  0.16
H  -1.55  -0.69  1.68  0.47
H  0.45  0.17  -0.19  0.19
H  1.83  -1.45  -1.67  0.50
H  1.79  -3.84  -0.16  0.19
H  3.51  -3.63  0.25  0.17
H  2.39  -4.35  1.41  0.17
H  3.25  -0.97  2.45  0.21
H  3.82  -2.63  2.44  0.17
H  2.34  -2.21  3.32  0.19
C  -4.41  1.71  -0.69  -0.65
C  -4.47  3.21  -0.89  0.09
C  -5.80  3.65  -1.48  -0.63
O  -3.39  3.67  -1.71  -0.71
H  -4.52  1.20  -1.66  0.18
H  -3.46  1.41  -0.25  0.27
H  -5.22  1.37  -0.04  0.20
H  -4.32  3.71  0.07  0.18
H  -5.94  3.20  -2.47  0.19
H  -5.83  4.74  -1.61  0.21
H  -6.64  3.35  -0.85  0.20
H  -3.47  3.23  -2.56  0.45
C  -1.36  -4.66  -1.86  -0.63
C  -1.21  -3.14  -1.80  0.09
C  -2.49  -2.43  -2.24  -0.63
O  -0.11  -2.72  -2.60  -0.73
H  -1.57  -4.98  -2.88  0.19
H  -0.44  -5.14  -1.54  0.22
H  -2.17  -5.00  -1.22  0.21
H  -0.96  -2.84  -0.79  0.19
H  -2.73  -2.69  -3.27  0.19
H  -2.36  -1.35  -2.18  0.23
H  -3.33  -2.72  -1.61  0.21
H  -0.27  -2.96  -3.52  0.46

=====

Entry 2:
The following is a quantum chemistry calculation of one molecule with the formula C4H7O3P in a non-equilibrium geometry, from OMol25.

Results
- LUMO (alpha / beta) (eV) = -0.11 / 0.63
- E (eV) = -19687.490
- orbital gap (alpha / beta) (eV) = 7.6 / 8.1
- net charge = 0
- HOMO energy (alpha / beta) (eV) = -7.68 / -7.46
- energy above the lowest of the compared OMol25 structures with the same formula, charge and spin (eV) = 5.8996

Last column: natural (NBO) charge in e.
Positions of all 15 atoms, in Å:
C  -0.65  0.87  0.45  -0.11
C  0.93  0.03  -1.05  0.22
C  2.15  -1.30  0.38  -0.09
C  -2.12  0.57  0.64  -0.25
O  -0.31  -0.15  -0.44  -0.55
O  1.92  -0.03  -0.04  -0.50
O  -2.97  0.66  -0.53  -0.71
P  -2.76  -0.95  -0.06  0.76
H  -0.35  1.90  0.04  0.18
H  0.01  0.75  1.32  0.20
H  0.90  -0.72  -1.95  0.17
H  0.96  0.98  -1.52  0.16
H  2.83  -1.26  1.22  0.16
H  1.96  -2.21  -0.12  0.16
H  -2.49  0.85  1.64  0.20

=====

Entry 3:
The following is a quantum chemistry calculation of C9H11B as an isolated structure in a non-equilibrium geometry, from OMol25.

Results
- LUMO (eV) = -0.04
- E (eV) = -10181.166
- orbital gap (eV) = 8.8
- net charge = 0
- HOMO energy (eV) = -8.83
- energy above the lowest of the compared OMol25 structures with the same formula, charge and spin (eV) = 5.9839

Last column: natural (NBO) charge in e.
Positions of all 21 atoms, in Å:
B  0.20  1.99  -0.45  0.80
C  -0.72  2.39  1.45  0.04
C  0.35  1.74  1.26  -0.48
C  1.64  2.17  -0.48  -0.52
C  1.64  1.42  0.68  -0.11
C  0.06  -1.47  0.50  -0.16
C  -0.96  -1.26  -0.38  -0.20
C  -0.03  -2.45  1.52  -0.64
C  -1.01  1.28  -1.22  -0.72
C  -0.74  -0.29  -1.45  -0.40
H  2.34  2.25  -1.28  0.24
H  2.39  0.73  1.11  0.25
H  1.01  -0.98  0.31  0.18
H  -1.91  -1.59  -0.07  0.20
H  -1.13  -2.83  1.73  0.21
H  0.20  -1.96  2.48  0.21
H  0.66  -3.27  1.49  0.22
H  -1.96  1.42  -0.78  0.25
H  -0.94  1.61  -2.32  0.23
H  0.29  -0.34  -1.83  0.20
H  -1.36  -0.57  -2.26  0.21

=====

Entry 4:
The following is a quantum chemistry calculation of C30H42AgGeO3SSi as an isolated structure in a non-equilibrium geometry, from OMol25.

Results
- LUMO (alpha / beta) (eV) = 0.45 / -3.16
- expectation value of S² = 0.76
- E (eV) = -117164.500
- orbital gap (alpha / beta) (eV) = 8.2 / 4.6
- 2S+1 = 2
- net charge = 0
- HOMO energy (alpha / beta) (eV) = -7.79 / -7.74
- energy above the lowest of the compared OMol25 structures with the same formula, charge and spin (eV) = 0.0000

Last column: Löwdin spin population.
Positions of all 79 atoms, in Å:
Ag  -0.04  -0.38  -1.02  0.18
C  -2.73  -3.76  2.66  0.00
C  -2.79  -2.41  3.28  0.00
C  -3.59  -1.37  2.49  0.00
C  -3.31  -2.47  4.72  0.00
O  -1.42  -1.92  3.39  0.00
Si  -0.16  -1.34  2.49  0.00
S  -0.43  -2.24  0.53  0.06
O  -0.28  0.28  2.50  0.00
C  0.70  1.32  2.70  0.00
C  1.76  1.07  1.67  0.01
C  -0.05  2.63  2.46  0.00
C  1.24  1.23  4.08  0.00
O  1.30  -1.70  2.97  0.00
C  2.07  -2.98  3.13  0.00
C  3.04  -2.55  4.26  0.00
C  2.71  -3.36  1.78  0.00
C  1.19  -4.11  3.60  0.00
H  -3.76  -4.16  2.58  0.00
H  -2.11  -4.44  3.29  0.00
H  -2.24  -3.72  1.66  0.00
H  -4.65  -1.69  2.30  0.00
H  -3.14  -1.23  1.50  0.00
H  -3.56  -0.38  3.02  0.00
H  -4.37  -2.82  4.68  0.00
H  -3.29  -1.51  5.27  0.00
H  -2.72  -3.19  5.35  0.00
H  1.36  1.09  0.66  0.01
H  2.27  0.15  1.89  0.00
H  2.41  1.93  1.74  0.00
H  -0.59  2.65  1.52  0.00
H  0.69  3.44  2.47  0.00
H  -0.68  2.78  3.32  0.00
H  1.84  0.29  4.15  0.00
H  0.40  1.28  4.79  0.00
H  1.93  2.04  4.35  0.00
H  3.78  -1.76  3.90  0.00
H  3.51  -3.45  4.61  0.00
H  2.36  -2.15  5.05  0.00
H  3.37  -2.55  1.47  0.00
H  1.90  -3.44  1.04  0.00
H  3.28  -4.32  1.76  0.00
H  0.72  -3.86  4.60  0.00
H  1.75  -5.09  3.56  0.00
H  0.40  -4.13  2.88  0.00
C  -1.13  5.75  -1.79  0.03
C  0.21  5.48  -2.21  0.00
C  0.61  4.22  -2.60  0.02
C  -0.30  3.14  -2.57  0.05
C  -1.60  3.36  -2.12  0.03
C  -1.99  4.64  -1.69  0.00
Ge  0.27  1.28  -2.83  0.35
C  1.93  1.13  -3.85  0.06
C  1.99  1.23  -5.21  0.01
C  3.11  0.82  -5.98  0.00
C  4.20  0.27  -5.29  0.00
C  4.10  0.13  -3.93  0.00
C  3.05  0.62  -3.19  0.01
C  -1.26  0.66  -4.00  0.09
C  -1.92  -0.55  -3.79  0.01
C  -2.97  -0.89  -4.60  0.00
C  -3.45  0.01  -5.59  0.00
C  -2.85  1.21  -5.74  0.01
C  -1.70  1.56  -4.96  0.02
H  -1.41  6.63  -1.28  0.00
H  0.93  6.36  -2.23  0.00
H  1.63  4.03  -2.94  0.00
H  -2.27  2.46  -1.99  0.00
H  -2.96  4.75  -1.26  0.00
H  1.15  1.66  -5.85  0.00
H  3.12  0.89  -7.07  0.00
H  5.16  0.10  -5.80  0.00
H  4.89  -0.33  -3.37  0.00
H  3.18  0.58  -2.11  0.00
H  -1.70  -1.18  -2.90  0.01
H  -3.49  -1.85  -4.53  0.00
H  -4.16  -0.33  -6.32  0.00
H  -3.24  1.97  -6.42  0.00
H  -1.20  2.51  -5.11  0.00

=====

Entry 5:
The following is a quantum chemistry calculation of one molecule with the formula C5H11P in a non-equilibrium geometry, from OMol25.

Results
- LUMO (alpha / beta) (eV) = 0.06 / 0.06
- E (eV) = -14648.100
- orbital gap (alpha / beta) (eV) = 7.8 / 7.8
- net charge = 0
- HOMO energy (alpha / beta) (eV) = -7.77 / -7.77
- energy above the lowest of the compared OMol25 structures with the same formula, charge and spin (eV) = 3.2230

Last column: natural (NBO) charge in e.
Positions of all 17 atoms, in Å:
C  0.49  2.47  -0.28  -0.65
C  1.18  0.05  -0.55  -0.48
C  0.03  0.97  -0.16  -0.28
C  0.69  -1.38  -0.45  -0.73
C  -1.89  -1.56  1.02  -0.95
P  -1.18  -1.16  -0.68  0.70
H  -0.09  2.97  0.44  0.21
H  0.17  3.00  -1.31  0.21
H  1.47  0.31  -1.71  0.21
H  2.18  0.02  0.00  0.20
H  -0.30  0.78  0.85  0.17
H  1.61  2.61  -0.11  0.22
H  1.07  -2.10  -1.29  0.23
H  0.82  -2.05  0.50  0.22
H  -2.15  -2.53  0.94  0.23
H  -1.15  -1.31  1.74  0.22
H  -2.95  -1.08  1.04  0.24

=====

Number 1 is which compound? C14H34B2Cl2NO7

=====

What is the formula in the second record? C4H7O3P